{
  "formula": "C10H16N2OS",
  "method": "ωB97M-V/def2-TZVPD",
  "homo_energy_ev": -13.734,
  "de_lowest_kj_mol": 82.8,
  "largest_force_ev_per_a": 4.4,
  "orbital_gap_ev": 7.08,
  "total_charge": 2,
  "elements": ["C", "C", "C", "C", "C", "C", "C", "C", "C", "C", "N", "N", "O", "S", "H", "H", "H", "H", "H", "H", "H", "H", "H", "H", "H", "H", "H", "H", "H", "H"],
  "coordinates": [[-0.32734, -0.44958, 3.18164], [-0.67362, -2.68352, 2.41950], [0.16109, -0.08548, 1.97729], [-0.31605, -2.28681, 1.13863], [-0.73623, -1.75505, 3.53013], [0.13334, -0.99754, 0.92030], [-0.19552, 3.18624, -3.71865], [-0.57208, 1.94767, -5.81407], [1.35041, 3.39460, -5.50585], [-1.23177, -2.10886, 4.84411], [0.08534, 2.87108, -4.90731], [-0.02713, -2.17551, 5.82946], [-0.25405, 3.30282, -2.57701], [0.65030, -0.57765, -0.68963], [-0.46057, 0.28756, 3.91558], [-0.79513, -3.64689, 2.72948], [0.47326, 0.88884, 1.87243], [-0.41366, -2.92139, 0.25877], [-1.48020, 1.58411, -5.29805], [0.16219, 1.27597, -6.25678], [-0.92126, 2.61483, -6.66567], [1.55522, 4.20197, -4.92339], [1.15856, 3.68018, -6.49941], [2.15400, 2.70942, -5.12435], [-2.11764, -1.51309, 5.36265], [-1.67597, -3.14387, 4.82585], [0.27311, -1.16865, 5.77926], [0.73312, -2.81963, 5.38691], [-0.47553, -2.57151, 6.72435], [0.99203, 0.72488, -0.40604]],
  "atomic_forces_ev_per_a": [[-0.870, -1.573, 1.556], [0.463, 3.038, 1.637], [-0.428, -1.771, -0.780], [-0.262, -0.299, 0.102], [0.665, 0.755, -4.245], [0.078, 0.555, 0.310], [0.618, -1.292, 0.987], [-2.506, 1.225, -1.146], [0.533, -1.884, 2.441], [-2.275, -1.716, 1.698], [0.652, 0.529, 0.157], [-0.875, -0.684, -0.807], [-0.441, 0.461, -1.545], [0.337, 0.962, -0.199], [0.055, 1.235, 0.990], [-0.855, -2.850, -0.072], [0.701, 2.030, -0.531], [0.179, -0.338, 0.503], [0.713, -0.594, -0.640], [-0.216, -0.398, 0.633], [0.194, -0.956, 0.878], [0.784, 3.037, 1.096], [0.249, -0.183, -1.302], [-0.588, 0.086, -1.659], [2.258, -0.552, -1.171], [0.624, 0.837, -0.022], [0.263, -1.342, 1.143], [-1.565, 1.401, 1.261], [1.722, 1.137, -1.109], [-0.208, -0.856, -0.163]],
  "nbo_charge": [-0.166, -0.124, -0.230, -0.235, -0.163, -0.111, 0.997, -0.409, -0.384, -0.248, -0.408, -0.722, -0.291, 0.079, 0.206, 0.212, 0.224, 0.243, 0.250, 0.261, 0.246, 0.223, 0.258, 0.255, 0.263, 0.243, 0.461, 0.467, 0.471, 0.132]
}

***

{
  "formula": "C5H5N4O2",
  "method": "ωB97M-V/def2-TZVPD",
  "homo_energy_ev": -2.282,
  "de_lowest_kj_mol": 364.5,
  "largest_force_ev_per_a": 4.7,
  "orbital_gap_ev": 5.61,
  "total_charge": -1,
  "elements": ["C", "C", "C", "C", "C", "N", "N", "N", "N", "O", "O", "H", "H", "H", "H", "H"],
  "coordinates": [[-0.36604, 1.98600, 1.59134], [-0.70777, 1.13162, 0.49308], [0.33045, 0.22503, 0.33316], [4.12386, -0.03533, 2.99069], [0.56076, -0.94923, -0.58974], [3.02322, 0.05605, 2.55940], [2.27677, -0.39108, 1.55874], [0.76469, 1.49210, 2.15294], [1.15473, 0.48028, 1.41714], [5.12380, 0.04104, 3.67342], [-1.79805, 1.37687, -0.32144], [-0.69067, 2.90297, 1.89059], [1.62666, -1.10059, -0.47661], [-0.01700, -1.94482, -0.48505], [0.27466, -0.77210, -1.64263], [-1.57078, 1.82063, -1.11556]],
  "atomic_forces_ev_per_a": [[1.511, -4.112, -1.749], [0.504, 2.295, 0.590], [-0.900, -0.595, 0.986], [0.618, 0.946, 1.529], [-0.872, -0.585, -0.449], [0.944, 0.301, 0.483], [-1.687, 0.112, -0.759], [0.505, 0.308, 0.146], [-0.107, -1.282, -1.529], [-0.416, -0.515, -0.756], [-0.966, -1.103, 0.792], [-1.319, 2.098, 0.813], [0.197, -0.599, -0.418], [0.861, 1.478, 0.983], [0.453, 0.701, 0.298], [0.676, 0.551, -0.959]],
  "nbo_charge": [-0.187, 0.163, 0.019, 0.730, -0.653, -0.331, -0.407, -0.293, 0.029, -0.654, -0.719, 0.184, 0.258, 0.201, 0.195, 0.465]
}

***

Q: Which formula does entry 2 have?
A: C5H5N4O2

***

Repeat the first record exactly.
{
  "formula": "C10H16N2OS",
  "method": "ωB97M-V/def2-TZVPD",
  "homo_energy_ev": -13.734,
  "de_lowest_kj_mol": 82.8,
  "largest_force_ev_per_a": 4.4,
  "orbital_gap_ev": 7.08,
  "total_charge": 2,
  "elements": ["C", "C", "C", "C", "C", "C", "C", "C", "C", "C", "N", "N", "O", "S", "H", "H", "H", "H", "H", "H", "H", "H", "H", "H", "H", "H", "H", "H", "H", "H"],
  "coordinates": [[-0.32734, -0.44958, 3.18164], [-0.67362, -2.68352, 2.41950], [0.16109, -0.08548, 1.97729], [-0.31605, -2.28681, 1.13863], [-0.73623, -1.75505, 3.53013], [0.13334, -0.99754, 0.92030], [-0.19552, 3.18624, -3.71865], [-0.57208, 1.94767, -5.81407], [1.35041, 3.39460, -5.50585], [-1.23177, -2.10886, 4.84411], [0.08534, 2.87108, -4.90731], [-0.02713, -2.17551, 5.82946], [-0.25405, 3.30282, -2.57701], [0.65030, -0.57765, -0.68963], [-0.46057, 0.28756, 3.91558], [-0.79513, -3.64689, 2.72948], [0.47326, 0.88884, 1.87243], [-0.41366, -2.92139, 0.25877], [-1.48020, 1.58411, -5.29805], [0.16219, 1.27597, -6.25678], [-0.92126, 2.61483, -6.66567], [1.55522, 4.20197, -4.92339], [1.15856, 3.68018, -6.49941], [2.15400, 2.70942, -5.12435], [-2.11764, -1.51309, 5.36265], [-1.67597, -3.14387, 4.82585], [0.27311, -1.16865, 5.77926], [0.73312, -2.81963, 5.38691], [-0.47553, -2.57151, 6.72435], [0.99203, 0.72488, -0.40604]],
  "atomic_forces_ev_per_a": [[-0.870, -1.573, 1.556], [0.463, 3.038, 1.637], [-0.428, -1.771, -0.780], [-0.262, -0.299, 0.102], [0.665, 0.755, -4.245], [0.078, 0.555, 0.310], [0.618, -1.292, 0.987], [-2.506, 1.225, -1.146], [0.533, -1.884, 2.441], [-2.275, -1.716, 1.698], [0.652, 0.529, 0.157], [-0.875, -0.684, -0.807], [-0.441, 0.461, -1.545], [0.337, 0.962, -0.199], [0.055, 1.235, 0.990], [-0.855, -2.850, -0.072], [0.701, 2.030, -0.531], [0.179, -0.338, 0.503], [0.713, -0.594, -0.640], [-0.216, -0.398, 0.633], [0.194, -0.956, 0.878], [0.784, 3.037, 1.096], [0.249, -0.183, -1.302], [-0.588, 0.086, -1.659], [2.258, -0.552, -1.171], [0.624, 0.837, -0.022], [0.263, -1.342, 1.143], [-1.565, 1.401, 1.261], [1.722, 1.137, -1.109], [-0.208, -0.856, -0.163]],
  "nbo_charge": [-0.166, -0.124, -0.230, -0.235, -0.163, -0.111, 0.997, -0.409, -0.384, -0.248, -0.408, -0.722, -0.291, 0.079, 0.206, 0.212, 0.224, 0.243, 0.250, 0.261, 0.246, 0.223, 0.258, 0.255, 0.263, 0.243, 0.461, 0.467, 0.471, 0.132]
}